No. 1
This record from OMol25 describes a molecular structure, C45H35Br2N11O2SSiY in a non-equilibrium geometry. The level of theory is the ωB97M-V functional and the def2-TZVPD basis.

The geometry in XYZ format:
```
98
Properties=species:S:1:pos:R:3
Y -1.395 -0.160 0.258
Br -4.275 -3.079 -2.713
C -4.865 -1.521 -1.808
C -6.251 -1.320 -1.639
C -6.714 -0.215 -0.999
Br -8.594 0.034 -0.830
C -5.812 0.731 -0.456
C -6.171 1.906 0.246
C -5.204 2.717 0.767
C -3.851 2.351 0.635
N -3.489 1.277 -0.010
C -4.432 0.499 -0.600
C -3.914 -0.626 -1.345
O -2.628 -0.743 -1.519
H -6.945 -2.052 -2.026
H -7.218 2.146 0.369
H -5.461 3.624 1.298
H -3.047 2.933 1.079
N 0.685 -0.513 -0.465
C 1.779 -0.375 -0.874
N 2.956 -0.266 -1.333
C 3.879 0.683 -1.295
N 4.756 1.448 -1.308
C -0.369 1.770 3.721
C -0.955 0.393 3.836
C -0.918 -0.294 5.035
C -1.575 -1.512 5.079
N -2.311 -1.998 4.080
C -2.358 -1.247 2.952
S -3.396 -1.665 1.656
N -1.592 -0.121 2.769
H -1.038 2.464 4.237
H -0.306 2.072 2.684
H 0.611 1.834 4.197
H -0.392 0.110 5.891
H -1.524 -2.129 5.973
O -0.703 1.939 0.479
Si 0.495 2.864 -0.068
C 0.057 4.681 0.136
C -0.270 5.171 1.410
C -0.699 6.479 1.594
C -0.812 7.334 0.499
C -0.492 6.872 -0.772
C -0.064 5.558 -0.950
C 2.134 2.562 0.821
C 2.329 1.454 1.654
C 3.567 1.186 2.232
C 4.647 2.028 1.986
C 4.477 3.142 1.175
C 3.236 3.403 0.609
C 0.815 2.542 -1.902
C -0.035 1.660 -2.580
C 0.193 1.284 -3.898
C 1.293 1.799 -4.576
C 2.147 2.689 -3.933
C 1.907 3.054 -2.612
H -0.185 4.512 2.276
H -0.948 6.835 2.588
H -1.149 8.354 0.639
H -0.582 7.534 -1.627
H 0.170 5.207 -1.952
H 1.510 0.775 1.838
H 3.690 0.314 2.863
H 5.619 1.812 2.417
H 5.318 3.794 0.965
H 3.124 4.290 -0.014
H -0.887 1.259 -2.059
H -0.477 0.586 -4.387
H 1.488 1.502 -5.600
H 3.011 3.085 -4.456
H 2.607 3.729 -2.122
C -0.335 -2.808 -2.381
C -0.451 -3.355 -0.990
N -0.862 -2.720 0.086
C -0.796 -3.630 1.133
C -0.372 -4.832 0.684
N -0.154 -4.656 -0.674
C 0.345 -5.678 -1.565
N 1.601 -6.255 -1.128
N 1.633 -7.588 -0.865
N 2.818 -7.903 -0.478
C 3.594 -6.751 -0.477
C 4.937 -6.568 -0.128
C 5.441 -5.291 -0.210
C 4.636 -4.203 -0.624
C 3.313 -4.371 -0.968
C 2.816 -5.681 -0.890
H -0.724 -1.801 -2.411
H -0.925 -3.401 -3.083
H 0.706 -2.791 -2.723
H -1.107 -3.373 2.135
H -0.210 -5.780 1.176
H 0.437 -5.248 -2.553
H -0.337 -6.515 -1.605
H 5.546 -7.410 0.194
H 6.476 -5.102 0.056
H 5.068 -3.211 -0.668
H 2.707 -3.523 -1.263
```

Properties
E_LUMO = 2.12 eV
Kohn-Sham gap = 7.62 eV
total charge = -1
multiplicity = 1
relative energy (zero: lowest compared OMol25 entry of this formula, charge and spin) = 20.47 kcal per mole
max |F| = 1.418 eV Å⁻¹

Population analysis type Mulliken, resulting atomic charges in e: Y 0.236; Br -0.210; C -0.187; C -0.522; C -0.036; Br -0.268; C 0.504; C -0.752; C -1.252; C -0.104; N 0.396; C 0.693; C -0.244; O -0.010; H 0.416; H 0.310; H 0.439; H 0.478; N -0.481; C 0.930; N -0.910; C 0.597; N -0.713; C -0.868; C 0.874; C -1.068; C -0.213; N -0.622; C 0.168; S -0.314; N 0.112; H 0.503; H -0.471; H 0.446; H 0.432; H 0.389; O 1.089; Si -1.336; C 0.570; C -0.165; C -0.762; C -0.475; C -0.769; C -0.250; C 0.857; C 0.123; C -0.939; C -0.525; C -0.814; C -0.372; C 0.494; C -0.056; C -0.500; C -0.720; C -0.558; C 0.160; H 0.299; H 0.393; H 0.370; H 0.388; H 0.346; H 0.290; H 0.453; H 0.339; H 0.378; H 0.249; H 0.360; H 0.488; H 0.344; H 0.405; H 0.053; C -1.112; C 0.378; N 1.106; C -0.590; C -1.181; N 0.365; C -1.125; N 0.671; N -0.703; N -0.569; C -0.003; C -0.706; C -0.546; C -0.617; C -0.445; C 1.313; H -0.374; H 0.571; H 0.323; H 0.501; H 0.447; H 0.516; H 0.347; H 0.399; H 0.363; H 0.504; H 0.280

***

No. 2
This record from OMol25 describes a molecular structure, C45H36As2F3NNiSb. The level of theory is the ωB97M-V functional and the def2-TZVPD basis.

The geometry in XYZ format:
```
89
Properties=species:S:1:pos:R:3
Ni -0.658 0.624 0.002
C 0.874 -2.109 0.489
C -1.091 -3.515 0.536
As -3.283 -1.228 0.569
C -3.379 0.707 0.299
C -3.985 1.330 -0.789
C -4.048 2.715 -0.850
C -3.525 3.491 0.177
C -2.929 2.881 1.269
C -2.853 1.493 1.329
C -3.466 -1.898 -1.266
C -4.317 -2.976 -1.492
C -4.421 -3.536 -2.759
C -3.677 -3.019 -3.806
C -2.832 -1.939 -3.592
C -2.724 -1.382 -2.328
As 1.314 -0.697 -0.819
C 1.387 -1.706 -2.470
C 0.864 -1.114 -3.613
C 0.905 -1.781 -4.829
C 1.461 -3.048 -4.906
C 1.983 -3.647 -3.766
C 1.949 -2.978 -2.553
C 3.175 -0.410 -0.361
C 4.224 -0.708 -1.222
C 5.528 -0.396 -0.858
C 5.786 0.214 0.361
C 4.737 0.522 1.219
C 3.436 0.220 0.853
H 1.340 -3.068 0.277
H 1.209 -1.758 1.464
H -0.404 -4.344 0.543
H -2.159 -3.657 0.559
H -4.406 0.734 -1.590
H -4.517 3.194 -1.700
H -3.584 4.570 0.120
H -2.526 3.479 2.078
H -2.401 1.019 2.195
H -4.911 -3.375 -0.678
H -5.088 -4.372 -2.925
H -3.758 -3.454 -4.794
H -2.255 -1.533 -4.413
H -2.065 -0.537 -2.163
H 0.424 -0.126 -3.554
H 0.502 -1.311 -5.718
H 1.491 -3.570 -5.853
H 2.422 -4.635 -3.824
H 2.379 -3.448 -1.676
H 4.034 -1.169 -2.183
H 6.342 -0.628 -1.531
H 6.803 0.454 0.642
H 4.932 1.005 2.168
H 2.619 0.489 1.519
N -0.600 -2.263 0.519
C -1.323 -1.127 0.500
F -2.858 7.648 -2.974
C -2.151 6.646 -2.435
C -2.002 5.474 -3.154
C -1.280 4.439 -2.582
C -0.705 4.578 -1.322
C -0.876 5.769 -0.626
C -1.603 6.815 -1.178
Sb 0.293 2.922 -0.457
C 1.074 3.778 1.307
C 1.860 4.929 1.302
C 2.356 5.453 2.485
C 2.054 4.806 3.671
F 2.529 5.308 4.817
C 1.280 3.662 3.716
C 0.792 3.154 2.521
C 2.049 2.764 -1.639
C 3.321 2.936 -1.101
C 4.456 2.683 -1.857
C 4.298 2.251 -3.158
F 5.391 1.983 -3.888
C 3.052 2.074 -3.731
C 1.930 2.330 -2.958
H -2.451 5.385 -4.134
H -1.187 3.510 -3.134
H -0.452 5.895 0.363
H -1.747 7.748 -0.650
H 2.089 5.433 0.370
H 2.964 6.347 2.504
H 1.069 3.193 4.667
H 0.182 2.257 2.541
H 3.445 3.257 -0.074
H 5.449 2.807 -1.447
H 2.976 1.738 -4.757
H 0.952 2.183 -3.403
```

Properties
expectation value of S² = 2.0373
E_LUMO (alpha / beta) = -2.70 / -3.82 eV
Kohn-Sham gap (alpha / beta) = 7.45 / 7.16 eV
total charge = +1
multiplicity = 3
relative energy (zero: lowest compared OMol25 entry of this formula, charge and spin) = 52.34 kcal per mole
max |F| = 0.366 eV Å⁻¹

Population analysis type Mulliken, resulting atomic charges in e: Ni 0.290; C -1.037; C -0.320; As 0.291; C -0.108; C -0.283; C -0.562; C -0.266; C -0.329; C -0.695; C 0.115; C -0.592; C -0.573; C -0.538; C -0.937; C 0.256; As 0.767; C 0.419; C -0.293; C -1.046; C -0.587; C -0.805; C -0.356; C 0.626; C -0.670; C -0.741; C -0.585; C -0.613; C -0.616; H 0.438; H 0.476; H 0.321; H 0.213; H 0.508; H 0.445; H 0.463; H 0.380; H 0.524; H 0.459; H 0.413; H 0.408; H 0.404; H 0.305; H 0.563; H 0.494; H 0.430; H 0.421; H 0.340; H 0.433; H 0.432; H 0.414; H 0.457; H 0.304; N 0.290; C 0.274; F -0.337; C 0.301; C -0.731; C -0.595; C 0.540; C -0.281; C -0.784; Sb 1.215; C 0.174; C -0.322; C -0.794; C 0.244; F -0.338; C -0.634; C -0.824; C 0.652; C -0.293; C -0.750; C 0.203; F -0.390; C -0.667; C -0.622; H 0.488; H 0.309; H 0.335; H 0.469; H 0.635; H 0.465; H 0.493; H 0.284; H 0.390; H 0.486; H 0.526; H 0.331